P.
C2H9N2O | the ωB97M-V functional and the def2-TZVPD basis

Gap between HOMO and LUMO, Ha: 0.3697
E_HOMO, eV: -13.44
Net charge: +1

Last column: natural (NBO) charge in e.
Cartesian coordinates (Å):
C -0.10 0.62 0.61  -0.19
C -1.29 0.61 1.21  0.05
N -1.63 1.60 2.14  -0.78
N 0.32 -0.55 -0.21  -0.67
H 0.64 1.40 0.58  0.23
H -2.13 -0.03 0.98  0.22
H -2.37 2.21 1.85  0.40
H -0.84 2.09 2.53  0.39
H 1.29 -0.79 -0.01  0.45
H 0.27 -0.39 -1.22  0.46
H -0.33 -1.28 -0.06  0.44
H 2.11 -2.42 -2.29  0.48
H 2.28 -1.47 -3.46  0.50
O 1.77 -1.59 -2.65  -0.98

=====

Q.
C2H9N2O | the ωB97M-V functional and the def2-TZVPD basis

Gap between HOMO and LUMO, Ha: 0.4063
E_HOMO, eV: -14.42
Net charge: +1

Last column: natural (NBO) charge in e.
Cartesian coordinates (Å):
C 0.57 -0.58 0.07  0.54
N 0.11 -1.73 -0.38  -0.54
C -1.30 -2.13 -0.35  -0.43
O -0.15 0.33 0.49  -0.68
H 1.67 -0.50 0.07  0.14
H 0.81 -2.40 -0.66  0.42
H -1.69 -2.03 0.65  0.23
H -1.34 -3.17 -0.65  0.23
H -1.86 -1.54 -1.05  0.22
N 0.65 2.77 0.37  -0.91
H 0.53 3.24 1.26  0.44
H 1.63 2.79 0.10  0.43
H 0.28 1.70 0.42  0.47
H 0.10 3.26 -0.34  0.44

=====

Stability, lowest: P

=====

P.
C2H3N3 | the ωB97M-V functional and the def2-TZVPD basis

Gap between HOMO and LUMO, Ha: 0.3639
E_HOMO, eV: -9.30
SMILES string: c1nnc[nH]1

Last column: natural (NBO) charge in e.
Cartesian coordinates (Å):
N 0.38 0.74 -0.40  -0.68
C 0.85 -0.13 0.49  0.19
N 0.05 -1.10 0.86  -0.35
N -1.31 -0.84 0.49  -0.25
C -1.12 -0.09 -0.51  0.25
H 0.84 1.68 -0.39  0.43
H 1.83 -0.10 0.95  0.20
H -1.51 -0.14 -1.50  0.21

=====

Q.
C2H3N3 | the ωB97M-V functional and the def2-TZVPD basis

Gap between HOMO and LUMO, Ha: 0.3820
E_HOMO, eV: -9.49

Last column: natural (NBO) charge in e.
Cartesian coordinates (Å):
N -0.95 0.69 -0.13  -0.60
C -0.52 -1.60 -0.36  0.24
N 0.60 -1.26 -0.13  -0.51
C 1.17 -0.01 0.09  0.09
N 0.33 0.97 0.12  -0.17
H -1.51 1.49 0.13  0.39
H -1.36 -0.38 0.04  0.35
H 2.23 0.10 0.24  0.21

=====

Stability, lowest: P

=====

P.
C2H3N3 | the ωB97M-V functional and the def2-TZVPD basis

Gap between HOMO and LUMO, Ha: 0.3564
E_HOMO, eV: -9.87
SMILES string: [H]/N=C(/N)C#N

Last column: natural (NBO) charge in e.
Cartesian coordinates (Å):
C -0.25 -0.32 -0.01  0.28
C 1.12 -0.56 -0.07  0.20
H 0.66 1.72 0.03  0.43
H -1.11 1.50 0.04  0.40
H -1.03 -1.92 0.31  0.34
N -0.27 1.06 -0.08  -0.77
N -1.42 -1.00 -0.14  -0.63
N 2.30 -0.47 -0.08  -0.25

=====

Q.
C2H3N3 | the ωB97M-V functional and the def2-TZVPD basis

Gap between HOMO and LUMO, Ha: 0.3547
E_HOMO, eV: -9.21
SMILES string: [H]/N=N/C=C=N

Last column: natural (NBO) charge in e.
Cartesian coordinates (Å):
N 1.56 0.27 -0.12  -0.38
N 0.78 1.14 0.33  -0.12
C -0.58 0.75 0.32  -0.33
C -0.89 -0.52 0.06  0.47
N -1.01 -1.72 -0.07  -0.59
H 2.50 0.66 -0.03  0.32
H -1.32 1.50 0.54  0.24
H -1.05 -2.08 -1.02  0.39

=====

R.
C2H3N3 | the ωB97M-V functional and the def2-TZVPD basis

Gap between HOMO and LUMO, Ha: 0.4090
E_HOMO, eV: -10.20
SMILES string: c1nc[nH]n1

Last column: natural (NBO) charge in e.
Cartesian coordinates (Å):
C 0.35 -0.78 0.71  0.13
C -0.86 0.23 -0.66  0.17
H 0.71 -1.54 1.40  0.20
H -1.66 0.56 -1.31  0.21
H 0.53 1.82 -0.84  0.41
N -0.84 -0.88 0.07  -0.48
N 0.27 0.94 -0.45  -0.36
N 1.07 0.29 0.43  -0.28

=====

S.
C2H3N3 | the ωB97M-V functional and the def2-TZVPD basis

Gap between HOMO and LUMO, Ha: 0.4068
E_HOMO, eV: -10.14
SMILES string: c1nc[nH]n1

Last column: natural (NBO) charge in e.
Cartesian coordinates (Å):
N -0.69 0.60 0.30  -0.36
C -0.75 -0.67 -0.13  0.17
N 0.46 -1.16 -0.29  -0.47
C 1.24 -0.08 0.02  0.11
N 0.59 0.99 0.41  -0.28
H -1.38 1.33 0.35  0.42
H -1.70 -1.16 -0.33  0.21
H 2.23 0.14 -0.32  0.20

=====

Stability, lowest: Q

=====

P.
C2H3N3 | the ωB97M-V functional and the def2-TZVPD basis

Gap between HOMO and LUMO, Ha: 0.4210
E_HOMO, eV: -10.23
SMILES string: c1cn[nH]n1

Last column: natural (NBO) charge in e.
Cartesian coordinates (Å):
N 1.21 -0.05 0.15  -0.16
N 0.56 1.10 0.19  -0.23
C -0.71 0.73 0.08  -0.11
C -0.75 -0.67 -0.06  -0.12
N 0.49 -1.13 0.00  -0.23
H 2.22 -0.09 0.11  0.40
H -1.48 1.49 0.16  0.22
H -1.47 -1.40 -0.39  0.22

=====

Q.
C2H3N3 | the ωB97M-V functional and the def2-TZVPD basis

Gap between HOMO and LUMO (spin up / spin down), Ha: 0.3372 / 0.3373
E_HOMO (spin up / spin down), eV: -10.19 / -10.19

Last column: natural (NBO) charge in e.
Cartesian coordinates (Å):
C -0.58 2.26 1.17  0.19
C 0.31 -1.17 -0.65  -0.50
N -0.66 3.36 1.21  -0.46
N -0.27 0.24 1.12  0.13
N 0.02 0.06 -0.01  -0.07
H 0.95 -1.13 -1.57  0.24
H -0.53 -1.58 -1.05  0.25
H 0.75 -2.04 -0.21  0.23

=====

R.
C2H3N3 | the ωB97M-V functional and the def2-TZVPD basis

Gap between HOMO and LUMO, Ha: 0.4012
E_HOMO, eV: -10.21

Last column: natural (NBO) charge in e.
Cartesian coordinates (Å):
C 1.24 -0.22 0.55  0.15
C -0.71 -1.16 -0.01  0.15
N 1.49 -1.34 1.05  -0.26
N -0.15 -2.17 0.56  -0.27
N -0.01 0.00 0.01  -0.59
H 1.98 0.68 0.72  0.22
H -1.68 -1.10 -0.26  0.20
H -0.43 0.74 -0.39  0.40

=====

Stability, lowest: Q

=====

P.
C42H46FN6NaO12S2 | the ωB97M-V functional and the def2-TZVPD basis

Gap between HOMO and LUMO, Ha: 0.1069
E_HOMO, eV: 0.15
Net charge: -2

Last column: Löwdin charge in e.
Cartesian coordinates (Å):
Na 0.05 1.55 -1.02  0.29
O 0.51 2.33 1.34  -0.51
S 0.30 3.68 1.93  1.02
C 1.73 4.70 1.40  -0.29
C 3.09 4.40 2.03  -0.22
C 3.59 2.97 1.77  -0.24
C 4.34 2.80 0.45  -0.31
S 3.86 1.25 -0.38  1.00
O 2.38 1.30 -0.35  -0.49
C 4.30 0.12 0.94  -0.40
C 3.26 -0.49 1.62  -0.07
C 3.56 -1.45 2.59  -0.05
C 4.88 -1.77 2.86  -0.09
C 5.91 -1.14 2.17  -0.09
C 5.63 -0.20 1.19  -0.09
C 0.71 3.56 3.68  -0.39
C 1.19 2.37 4.18  -0.07
C 1.42 2.25 5.55  -0.07
C 1.17 3.32 6.39  -0.10
C 0.67 4.51 5.88  -0.09
C 0.43 4.63 4.51  -0.09
H 1.42 5.73 1.58  0.09
H 1.71 4.52 0.32  0.10
H 3.03 4.58 3.10  0.10
H 3.81 5.12 1.63  0.11
H 2.73 2.30 1.75  0.06
H 4.23 2.64 2.59  0.12
H 5.43 2.81 0.56  0.09
H 4.06 3.55 -0.29  0.09
H 2.24 -0.25 1.35  0.12
H 2.75 -1.96 3.09  0.11
H 5.11 -2.53 3.60  0.10
H 6.94 -1.41 2.38  0.10
H 6.43 0.26 0.63  0.11
H 1.38 1.54 3.50  0.10
H 1.80 1.31 5.95  0.11
H 1.34 3.22 7.46  0.10
H 0.47 5.34 6.54  0.10
H 0.02 5.55 4.11  0.11
O 0.21 3.03 -3.66  -0.01
C -0.79 2.99 -2.91  -0.68
O -0.85 3.37 -1.71  -0.07
C -2.04 2.35 -3.45  -0.06
C -2.65 2.82 -4.56  0.04
C -3.82 2.21 -5.06  -0.18
C -4.33 1.09 -4.44  0.05
C -3.70 0.57 -3.34  -0.07
C -2.51 1.15 -2.74  -0.31
O -1.93 0.74 -1.72  -0.01
N -4.29 -0.66 -2.80  -0.35
O -3.56 -1.49 -2.31  0.09
O -5.51 -0.80 -2.89  0.02
N -4.46 2.72 -6.24  -0.38
O -5.45 2.14 -6.69  0.00
O -3.98 3.71 -6.78  0.01
H -2.25 3.69 -5.08  0.12
H -5.22 0.61 -4.82  0.12
C -0.21 -0.27 -4.71  -0.02
N 0.81 -1.29 -4.42  -0.11
C 0.95 -2.37 -5.36  -0.08
C 1.30 -1.19 -3.13  -0.44
O 0.92 -0.23 -2.47  0.04
N 2.11 -2.16 -2.55  -0.10
C 2.49 -1.95 -1.17  -0.07
C 2.94 -3.19 -3.13  -0.07
H -0.50 -0.38 -5.76  0.08
H 0.17 0.74 -4.55  0.08
H -1.09 -0.41 -4.08  0.09
H 0.35 -2.13 -6.24  0.07
H 0.58 -3.33 -4.98  0.09
H 1.97 -2.50 -5.71  0.07
H 1.88 -1.17 -0.73  0.06
H 3.56 -1.67 -1.13  0.09
H 2.34 -2.87 -0.61  0.08
H 2.63 -3.53 -4.10  0.05
H 2.92 -4.05 -2.46  0.08
H 3.99 -2.85 -3.20  0.09
F 2.43 -7.39 0.00  -0.06
C 1.67 -6.22 0.08  -0.34
C 1.15 -5.65 -1.07  -0.10
C 0.41 -4.48 -1.01  -0.10
C 0.15 -3.78 0.23  -0.39
C -0.50 -2.56 0.28  -0.05
C 0.69 -4.46 1.39  -0.10
C 1.43 -5.63 1.31  -0.10
H 1.33 -6.15 -2.03  0.10
H 0.00 -4.06 -1.93  0.10
H -0.86 -2.06 -0.61  0.03
H -0.65 -2.06 1.24  0.00
H 0.50 -4.02 2.37  0.08
H 1.83 -6.10 2.20  0.09
O -8.33 -0.25 1.25  -0.05
C -7.73 -1.29 2.01  -0.27
N -6.38 -1.00 2.42  0.07
C -5.35 -1.22 1.51  -0.43
O -5.54 -1.79 0.46  0.10
C -4.02 -0.70 1.95  -0.12
C -3.60 -0.79 3.27  -0.04
C -2.35 -0.30 3.60  -0.06
C -1.59 0.28 2.60  -0.14
N -1.99 0.40 1.34  0.12
C -3.17 -0.11 1.01  -0.04
H -7.87 -0.22 0.40  0.09
H -7.70 -2.21 1.45  0.12
H -8.35 -1.41 2.90  0.12
H -6.25 -0.22 3.04  0.13
H -4.23 -1.26 4.01  0.11
H -1.97 -0.38 4.62  0.09
H -0.60 0.67 2.82  0.08
H -3.45 -0.04 -0.03  0.11

=====

Q.
C42H46FN6NaO12S2 | the ωB97M-V functional and the def2-TZVPD basis

Gap between HOMO and LUMO, Ha: 0.0876
E_HOMO, eV: 0.67
Net charge: -2

Last column: Löwdin charge in e.
Cartesian coordinates (Å):
Na -0.19 0.74 -1.07  0.22
O 1.93 0.67 -0.67  -0.51
S 3.24 -0.03 -0.84  1.01
C 4.20 0.87 -2.11  -0.31
C 4.57 2.34 -1.89  -0.22
C 3.39 3.32 -2.03  -0.23
C 2.76 3.69 -0.69  -0.33
S 1.06 4.22 -0.99  1.00
O 0.38 3.03 -1.58  -0.47
C 0.61 4.34 0.74  -0.36
C -0.37 3.50 1.24  -0.03
C -0.71 3.60 2.59  -0.06
C -0.09 4.54 3.40  -0.10
C 0.87 5.41 2.88  -0.11
C 1.22 5.31 1.54  -0.11
C 4.19 0.42 0.62  -0.37
C 5.53 0.10 0.73  -0.09
C 6.21 0.40 1.91  -0.09
C 5.53 1.00 2.97  -0.09
C 4.18 1.28 2.85  -0.07
C 3.50 0.98 1.68  -0.07
H 3.57 0.75 -2.99  0.10
H 5.10 0.26 -2.25  0.08
H 5.32 2.59 -2.64  0.11
H 5.04 2.47 -0.91  0.11
H 2.62 2.87 -2.66  0.10
H 3.72 4.23 -2.53  0.11
H 3.30 4.49 -0.16  0.09
H 2.66 2.82 -0.05  0.06
H -0.90 2.79 0.58  0.09
H -1.46 2.94 2.99  0.11
H -0.36 4.61 4.45  0.09
H 1.34 6.15 3.51  0.09
H 1.96 5.99 1.12  0.10
H 6.06 -0.37 -0.09  0.11
H 7.26 0.17 2.00  0.10
H 6.06 1.24 3.88  0.10
H 3.64 1.73 3.69  0.10
H 2.43 1.15 1.57  0.10
O -3.58 2.70 -1.10  0.02
C -3.03 1.61 -0.91  -0.59
O -1.92 1.38 -0.34  -0.16
C -3.79 0.33 -1.29  -0.04
C -5.11 0.30 -1.02  0.05
C -5.88 -0.88 -1.20  -0.17
C -5.29 -2.02 -1.69  0.05
C -3.95 -2.02 -2.01  -0.06
C -3.06 -0.86 -1.78  -0.29
O -1.83 -0.88 -1.94  0.00
N -3.45 -3.27 -2.53  -0.35
O -4.10 -4.31 -2.31  -0.01
O -2.46 -3.28 -3.24  0.05
N -7.27 -0.91 -0.86  -0.38
O -7.77 0.08 -0.35  0.02
O -7.93 -1.93 -1.09  0.00
H -5.60 1.20 -0.67  0.12
H -5.88 -2.90 -1.85  0.12
C 1.01 0.42 4.50  -0.06
N -0.24 -0.21 4.14  -0.14
C -1.27 -0.18 5.16  -0.08
C -0.52 -0.41 2.79  -0.47
O 0.18 0.08 1.91  0.06
N -1.68 -1.12 2.54  -0.13
C -2.17 -1.09 1.16  -0.03
C -1.97 -2.35 3.25  -0.07
H 0.85 1.44 4.85  0.08
H 1.65 0.45 3.63  0.05
H 1.51 -0.15 5.30  0.09
H -1.25 0.79 5.66  0.08
H -1.13 -0.95 5.91  0.08
H -2.25 -0.30 4.70  0.08
H -2.02 -0.10 0.72  0.06
H -3.24 -1.32 1.17  0.10
H -1.66 -1.82 0.53  0.09
H -1.28 -2.50 4.08  0.08
H -1.87 -3.20 2.58  0.08
H -3.00 -2.35 3.63  0.09
F -4.55 3.71 -6.10  -0.05
C -3.48 2.96 -5.60  -0.32
C -2.40 3.60 -5.04  -0.07
C -1.32 2.87 -4.57  -0.08
C -1.27 1.44 -4.65  -0.37
C -0.16 0.66 -4.26  -0.10
C -2.45 0.83 -5.20  -0.08
C -3.53 1.58 -5.66  -0.07
H -2.41 4.69 -4.95  0.10
H -0.49 3.38 -4.10  0.08
H 0.73 1.12 -3.82  -0.01
H -0.20 -0.42 -4.31  -0.01
H -2.51 -0.25 -5.23  0.09
H -4.42 1.10 -6.06  0.10
O 2.91 -6.60 3.07  -0.05
C 1.65 -6.97 2.57  -0.26
N 1.24 -6.29 1.35  0.08
C 1.20 -4.91 1.35  -0.44
O 1.40 -4.29 2.38  0.06
C 0.89 -4.27 0.05  -0.13
C 0.35 -4.95 -1.03  -0.02
C 0.16 -4.28 -2.22  -0.05
C 0.54 -2.94 -2.30  -0.10
N 1.06 -2.28 -1.27  0.09
C 1.20 -2.92 -0.12  -0.08
H 2.85 -5.65 3.20  0.07
H 0.87 -6.81 3.31  0.12
H 1.70 -8.03 2.34  0.12
H 1.55 -6.70 0.49  0.13
H 0.04 -5.98 -0.93  0.11
H -0.30 -4.76 -3.07  0.10
H 0.39 -2.36 -3.21  0.11
H 1.62 -2.36 0.72  0.12

=====

Stability, lowest: P